[1]
Formula: C27H28BrCrI3N6O2
Source: the OMol25 dataset
Level of theory: ωB97M-V with the def2-TZVPD basis set

Calculated values
E_tot: -164254.4646 eV
Molecular weight: 981.17 g/mol
2S+1: 5
HOMO energy (alpha / beta): -0.2244 / -0.2522 Eh
Relative energy (zero: lowest compared OMol25 entry of this formula, charge and spin): 22.8 kcal/mol
Expectation value of S²: 6.040
HOMO-LUMO gap (alpha / beta): 0.2042 / 0.2264 Eh

Positions of all 68 atoms, in Å:
I  -6.027  1.576  2.268
I  1.004  4.271  0.162
I  1.037  3.521  6.081
Br  -4.244  -4.595  3.853
Cr  0.062  0.750  -0.160
O  0.195  -0.611  1.370
O  -1.094  -1.981  0.214
N  1.621  1.377  2.502
N  -3.091  -0.372  -0.047
N  -2.489  -0.939  4.553
N  -0.785  2.238  -1.076
N  -2.310  0.579  0.468
N  0.414  1.860  2.213
C  -1.832  1.911  -1.884
C  -0.134  -1.630  -3.309
C  -0.805  3.510  -0.621
C  -4.349  -0.274  0.409
C  -1.654  -0.806  3.541
C  -1.527  -1.752  2.524
C  1.511  -1.752  -1.346
C  1.039  2.559  4.232
C  2.275  -0.854  -0.589
C  -3.075  1.335  1.232
C  0.996  1.356  -3.286
C  -0.733  -1.457  1.280
C  3.106  1.555  -0.996
C  1.112  0.358  -2.167
C  -1.867  4.374  -0.747
C  -4.380  0.833  1.232
C  -2.310  -2.900  2.601
C  0.799  -1.025  -2.313
C  2.044  0.482  -1.071
C  -3.233  -2.027  4.630
C  3.216  -1.211  0.517
C  0.044  2.588  3.249
C  2.039  1.760  3.716
C  -2.919  2.719  -2.095
C  -3.164  -3.040  3.679
C  -2.982  3.969  -1.471
C  1.440  -3.229  -1.150
H  -2.675  2.186  1.746
H  -3.897  -2.094  5.482
H  2.856  2.392  -1.642
H  2.670  -1.474  1.427
H  -2.620  -1.170  -0.481
H  -1.817  5.357  -0.303
H  1.809  1.200  -3.998
H  -3.831  4.620  -1.584
H  -5.128  -0.954  0.130
H  3.894  -0.384  0.727
H  2.034  0.711  1.862
H  -0.886  3.118  3.262
H  -2.243  -3.644  1.821
H  -0.715  -0.871  -3.828
H  -1.075  0.108  3.514
H  0.656  -3.475  -0.434
H  0.059  1.249  -3.828
H  -3.714  2.386  -2.742
H  0.420  -2.195  -4.061
H  3.250  1.941  0.013
H  3.812  -2.081  0.237
H  1.207  -3.730  -2.087
H  -0.815  -2.323  -2.816
H  -1.754  0.939  -2.352
H  4.063  1.155  -1.338
H  1.061  2.380  -2.921
H  2.381  -3.618  -0.768
H  2.989  1.478  4.123

Force components x, y, z for each atom (eV/Å):
I 0.364 -0.150 -0.222
I -0.413 0.067 -0.190
I -0.008 -0.227 -0.425
Br 0.097 0.201 0.007
Cr -0.148 -1.500 1.178
O 0.321 0.083 0.307
O -0.171 -0.395 0.008
N -0.133 0.107 0.086
N -0.317 0.024 0.036
N -0.112 0.331 0.467
N -1.646 2.785 -1.189
N 0.751 0.028 -0.059
N -0.355 -0.013 -0.541
C 0.656 -0.132 0.308
C 0.136 0.000 0.111
C 1.073 -0.643 0.140
C -0.061 0.328 0.113
C 0.354 -0.100 -0.508
C -0.218 -0.052 0.109
C 0.505 0.403 0.381
C 0.267 0.175 0.594
C 0.018 0.064 -0.552
C -0.222 -0.222 -0.085
C 0.036 -0.119 0.350
C -0.144 -0.577 -0.184
C -0.140 -0.147 0.034
C 0.210 -0.833 -0.677
C -0.666 0.233 -0.204
C -0.592 0.079 0.155
C 0.057 0.176 0.070
C -0.057 0.884 0.180
C 0.601 -0.437 -0.056
C -0.122 -0.409 -0.057
C -0.317 -0.046 -0.131
C 0.326 -0.078 0.062
C -0.045 0.257 0.202
C -0.286 0.635 0.042
C 0.017 -0.033 0.028
C 0.699 -0.595 -0.006
C -0.107 0.197 0.154
H 0.102 0.164 0.117
H -0.101 -0.121 -0.007
H 0.017 0.125 0.049
H 0.060 -0.021 0.143
H -0.024 0.106 0.231
H 0.049 0.018 -0.010
H 0.033 0.059 -0.109
H -0.156 0.062 -0.030
H -0.085 -0.190 -0.049
H 0.130 0.013 0.083
H 0.018 -0.053 0.091
H -0.241 0.091 -0.025
H -0.039 -0.060 -0.065
H -0.104 0.047 -0.104
H 0.093 -0.018 -0.106
H -0.061 -0.133 0.035
H -0.121 0.056 -0.152
H -0.072 -0.100 -0.050
H -0.047 -0.062 -0.126
H 0.103 0.127 0.051
H 0.116 -0.006 0.087
H 0.023 -0.144 -0.082
H -0.168 -0.086 -0.029
H -0.040 -0.123 0.091
H 0.101 0.004 -0.029
H -0.021 0.117 -0.074
H 0.094 -0.105 -0.010
H 0.134 -0.118 0.044



[2]
Formula: ClO4
Source: the OMol25 dataset
Level of theory: ωB97M-V with the def2-TZVPD basis set

Calculated values
E_tot: -20704.2174 eV
Molecular weight: 99.45 g/mol
HOMO energy: -0.1473 Eh
Relative energy (zero: lowest compared OMol25 entry of this formula, charge and spin): 61.9 kcal/mol
Net charge: -1
HOMO-LUMO gap: 0.3119 Eh

Positions of all 5 atoms, in Å:
Cl  0.153  0.007  -0.066
O  -1.107  0.355  0.355
O  -0.030  0.417  -1.440
O  -0.091  -1.339  0.224
O  1.075  0.560  0.927

Force components x, y, z for each atom (eV/Å):
Cl -4.556 0.870 2.481
O -6.723 6.027 3.604
O 4.673 -0.227 -2.178
O 4.683 -6.900 -1.513
O 1.922 0.230 -2.393



[3]
Formula: C4H7NO2
Source: the OMol25 dataset
Level of theory: ωB97M-V with the def2-TZVPD basis set

Calculated values
E_tot: -9843.6175 eV
SMILES string: CC(=O)NCC=O
Molecular weight: 101.10 g/mol
HOMO energy: -0.3450 Eh
Relative energy (zero: lowest compared OMol25 entry of this formula, charge and spin): 84.5 kcal/mol
HOMO-LUMO gap: 0.3699 Eh

Positions of all 14 atoms, in Å:
O  -2.250  0.610  -1.046
O  2.095  -1.110  0.598
N  -0.298  1.118  0.193
C  -1.330  0.141  -0.459
C  1.125  1.020  -0.421
C  -1.114  -1.299  -0.078
C  1.339  -0.166  0.620
H  -0.190  -1.513  -0.628
H  -2.044  -1.844  -0.207
H  1.056  0.449  -1.355
H  -0.752  2.008  0.369
H  1.897  1.748  -0.221
H  -0.854  -1.357  0.977
H  1.321  0.195  1.659

Force components x, y, z for each atom (eV/Å):
O -0.442 -0.193 -0.305
O -0.998 -1.167 -1.945
N -1.201 -0.435 -2.052
C 1.298 2.371 2.081
C -3.292 -4.769 2.462
C 0.339 1.200 0.060
C 5.719 2.127 1.912
H -0.567 -1.203 -0.146
H 0.401 -0.376 -0.743
H 0.457 1.304 -0.495
H 0.259 0.102 -0.781
H -0.350 0.443 -0.217
H 0.060 0.130 0.048
H -1.684 0.466 0.121



[4]
Formula: C3H3NO3
Source: the OMol25 dataset
Level of theory: ωB97M-V with the def2-TZVPD basis set

Calculated values
E_tot: -10790.2250 eV
SMILES string: [H]/N=C(/C=O)OC=O
Molecular weight: 101.06 g/mol
HOMO energy: -0.3757 Eh
Relative energy (zero: lowest compared OMol25 entry of this formula, charge and spin): 57.1 kcal/mol
HOMO-LUMO gap: 0.3832 Eh

Positions of all 10 atoms, in Å:
O  -0.246  0.461  -0.758
O  2.339  0.424  -0.198
O  -2.249  -0.451  -0.225
N  0.275  -1.364  0.713
C  -1.578  0.282  -0.894
C  0.385  -0.184  0.318
C  1.589  0.613  0.728
H  -1.946  0.937  -1.694
H  -0.555  -1.819  0.354
H  1.986  1.101  1.656

Force components x, y, z for each atom (eV/Å):
O -0.219 0.051 0.598
O 1.542 1.115 -0.025
O 0.114 0.376 -0.435
N -0.627 0.664 0.608
C -0.495 -0.280 0.271
C -0.477 -0.223 0.849
C 1.152 -0.997 -1.172
H 0.039 -0.132 0.006
H 0.111 -0.303 -0.405
H -1.140 -0.271 -0.295



[5]
Formula: C20H28N4O3
Source: the OMol25 dataset
Level of theory: ωB97M-V with the def2-TZVPD basis set

Calculated values
E_tot: -33299.4888 eV
SMILES string: CC/C(NCCCN(CC)CC)=C1\C(=O)NC(=O)N(c2ccccc2)C1=O
Molecular weight: 372.47 g/mol
HOMO energy: -0.3194 Eh
Relative energy (zero: lowest compared OMol25 entry of this formula, charge and spin): 16.0 kcal/mol
HOMO-LUMO gap: 0.3387 Eh

Positions of all 55 atoms, in Å:
O  4.423  -2.449  -0.174
O  0.548  -4.698  -0.329
O  0.650  0.028  0.019
N  2.511  -1.208  -0.120
N  -1.683  -1.048  -0.223
N  -1.750  2.021  -0.066
N  2.420  -3.499  -0.245
C  4.722  2.351  0.052
C  -1.070  -2.216  -0.292
C  -3.484  0.474  -0.923
C  -1.319  2.801  -1.219
C  1.124  -1.099  -0.108
C  3.217  -2.389  -0.178
C  -1.240  1.562  2.301
C  -1.906  -3.456  -0.418
C  -1.358  2.615  1.204
C  3.985  2.048  -1.080
C  4.003  0.304  1.078
C  3.261  0.871  -1.142
C  1.031  -3.581  -0.279
C  0.198  2.851  -1.365
C  -3.102  -0.803  -0.171
C  0.340  -2.306  -0.235
C  4.734  1.478  1.127
C  -2.340  -3.947  0.966
C  3.269  0.007  -0.058
C  -3.177  1.749  -0.135
H  -3.409  -0.705  0.877
H  4.005  -0.383  1.910
H  -3.719  2.593  -0.596
H  0.642  3.625  -0.744
H  -1.325  -4.243  -0.890
H  -2.874  -3.174  1.514
H  5.291  3.268  0.096
H  -2.964  0.491  -1.881
H  -0.513  0.815  1.997
H  -3.653  -1.641  -0.601
H  -1.093  -0.206  -0.118
H  -4.557  0.444  -1.122
H  -0.376  3.065  1.072
H  3.977  2.725  -1.920
H  -1.465  -4.242  1.538
H  2.902  -4.391  -0.279
H  -2.190  1.072  2.498
H  -3.570  1.631  0.877
H  -1.732  3.826  -1.183
H  5.312  1.712  2.008
H  0.463  3.061  -2.399
H  -2.059  3.410  1.511
H  -2.988  -4.813  0.862
H  -2.782  -3.260  -1.037
H  2.690  0.620  -2.023
H  -0.901  2.029  3.222
H  0.617  1.894  -1.072
H  -1.735  2.313  -2.104

Force components x, y, z for each atom (eV/Å):
O 0.164 -0.031 0.021
O -0.024 -0.274 0.051
O 0.018 -0.019 -0.007
N 0.259 0.449 0.023
N 0.398 0.225 0.000
N -0.073 -0.026 0.058
N 0.143 -0.427 -0.013
C 0.044 0.072 0.018
C 0.035 -0.083 -0.109
C 0.013 0.102 0.339
C 0.156 0.017 -0.132
C -0.281 -0.182 0.099
C -0.065 -0.282 -0.095
C 0.016 0.244 -0.152
C -0.166 -0.176 -0.061
C 0.047 -0.143 0.196
C -0.016 0.009 -0.071
C -0.126 -0.027 -0.122
C 0.064 -0.128 0.114
C 0.076 0.099 -0.010
C -0.219 0.017 0.028
C -0.559 -0.008 -0.144
C 0.031 0.174 0.006
C 0.016 0.012 0.068
C 0.060 0.045 -0.146
C 0.193 0.247 0.009
C -0.158 -0.096 -0.268
H -0.051 -0.057 -0.052
H -0.002 -0.080 0.060
H 0.044 -0.003 0.120
H 0.094 0.070 0.044
H -0.114 0.205 -0.001
H -0.079 0.044 0.095
H 0.046 0.071 0.004
H -0.051 -0.008 -0.119
H 0.068 -0.096 0.025
H 0.102 0.070 0.125
H -0.010 -0.289 -0.014
H -0.015 -0.035 -0.051
H -0.019 0.087 0.011
H 0.000 0.062 -0.071
H 0.065 -0.036 0.096
H -0.079 0.196 0.010
H -0.126 -0.070 0.059
H -0.028 0.026 0.004
H -0.071 -0.110 -0.034
H 0.049 0.017 0.068
H 0.067 0.075 -0.105
H 0.094 0.022 -0.080
H -0.065 -0.073 0.037
H 0.059 0.070 0.013
H -0.076 -0.034 -0.064
H -0.005 0.002 0.157
H 0.103 -0.022 -0.046
H -0.043 0.085 0.005



[6]
Formula: C3H12O3S2
Source: the OMol25 dataset
Level of theory: ωB97M-V with the def2-TZVPD basis set

Calculated values
E_tot: -31118.1099 eV
SMILES string: OCCCSS.O.O
Molecular weight: 160.26 g/mol
HOMO energy: -0.3384 Eh
Relative energy (zero: lowest compared OMol25 entry of this formula, charge and spin): 12.3 kcal/mol
HOMO-LUMO gap: 0.3504 Eh

Positions of all 20 atoms, in Å:
S  -0.377  -0.678  3.543
S  1.576  -1.186  2.969
O  0.488  -0.104  -1.924
O  -2.167  1.814  -2.012
O  -2.676  -1.273  -1.101
C  0.727  0.167  0.485
C  1.435  -0.173  -0.847
C  1.828  -0.001  1.562
H  0.212  0.820  -1.916
H  0.409  1.182  0.343
H  -2.626  -1.242  -2.059
H  2.320  0.487  -0.903
H  2.090  0.989  1.927
H  2.781  -0.270  1.069
H  -1.979  2.697  -1.634
H  -1.060  -1.702  2.965
H  -1.734  -1.358  -0.858
H  -2.913  1.540  -1.459
H  1.789  -1.222  -0.814
H  -0.124  -0.487  0.663

Force components x, y, z for each atom (eV/Å):
S 0.472 -0.449 -0.107
S -0.822 0.782 -0.729
O 1.086 0.504 0.462
O -0.036 0.958 0.723
O 0.715 -0.106 0.264
C 1.634 -1.315 -0.458
C -0.997 -1.112 0.487
C 0.202 0.694 -0.041
H -0.521 -0.115 -0.405
H -0.434 0.610 0.590
H -0.095 0.057 -0.203
H -0.351 -0.095 -0.623
H -0.245 0.022 0.636
H -0.403 -0.558 0.301
H 0.005 -0.551 -0.504
H 0.322 0.306 0.067
H -0.593 0.172 -0.116
H 0.166 -0.416 -0.196
H -0.067 0.518 -0.094
H -0.038 0.094 -0.051



E_tot of number 6 (C3H12O3S2)? -31118.1099 eV



The lowest relative energy (zero: lowest compared OMol25 entry of this formula, charge and spin) belongs to which entry? C3H12O3S2